1.
Density functional theory data (wB97M-V/def2-TZVPD) for 2 unconnected molecules or ions with the total composition C9H7BrN2O.

Output
gap between HOMO and LUMO (alpha / beta)	5.077 / 8.433	eV
charge	0
HOMO (alpha / beta)	-7.416 / -8.787	eV
maximum force	4.567	eV Å⁻¹

Structure (XYZ):
```
20
Properties=species:S:1:pos:R:3:nbo_charge:R:1
C 0.74 1.81 1.66 -0.209
C 0.14 2.39 0.58 -0.209
C 0.83 0.48 1.97 -0.193
C -0.64 1.51 -0.22 -0.225
C -0.03 -1.81 0.99 -0.234
C -0.82 -2.08 -0.05 -0.091
C 0.13 -0.35 1.12 -0.093
C -0.54 0.20 0.03 0.158
C 1.13 -1.02 -2.40 0.474
N -1.23 -0.87 -0.61 -0.162
N -1.99 -0.63 -1.62 -0.387
O 2.08 -1.15 -1.70 -0.463
Br 0.77 0.81 -3.24 -0.015
H 1.33 2.52 2.32 0.205
H 0.36 3.42 0.26 0.226
H 1.42 0.10 2.73 0.216
H -1.01 1.89 -1.09 0.228
H 0.47 -2.55 1.67 0.230
H -1.06 -3.12 -0.33 0.237
H -2.09 -1.56 -2.08 0.306
```


2.
Density functional theory data (wB97M-V/def2-TZVPD) for a single C5H14N2 molecule.

Output
gap between HOMO and LUMO	9.249	eV
charge	0
SMILES	C[C@@H](N)CN(C)C
HOMO	-8.221	eV
maximum force	4.794	eV Å⁻¹

Structure (XYZ):
```
21
Properties=species:S:1:pos:R:3:nbo_charge:R:1
C -1.92 0.13 0.45 -0.617
C -0.53 0.71 1.04 -0.054
N -0.58 0.57 2.52 -0.862
C 0.43 -0.43 0.53 -0.206
N 0.49 -0.33 -0.92 -0.465
C 0.95 0.93 -1.50 -0.413
C 1.11 -1.49 -1.56 -0.416
H -1.93 0.12 -0.63 0.227
H -1.97 -0.93 0.69 0.207
H -2.76 0.67 0.93 0.193
H -0.38 1.73 0.72 0.179
H 0.28 0.87 2.96 0.362
H -1.42 1.03 2.86 0.363
H 1.34 -0.30 1.13 0.157
H 0.05 -1.44 0.67 0.205
H 1.83 1.31 -0.98 0.171
H 1.02 0.76 -2.58 0.208
H 0.18 1.71 -1.32 0.190
H 1.23 -2.30 -0.79 0.192
H 2.14 -1.39 -1.91 0.183
H 0.44 -1.93 -2.31 0.196
```


ΔE to the lowest compared entry with this formula, charge and spin values, unit kJ/mol, following the record order: 117.4, 167.0.